# C10H11ClF5ORhTl

A structure of composition C10H11ClF5ORhTl in a non-equilibrium geometry (ωB97M-V/def2-TZVPD, the OMol25 dataset).

- expectation value of S² = 6.01
- multiplicity = 5
- net charge = -1
- total energy (a.u.) = -1705.2460
- gap between HOMO and LUMO (spin up / spin down) (eV) = 5.2 / 7.3

Each line ends with the Löwdin spin population.
Element x y z (Å)
Rh -0.072 0.022 -0.039  2.300
Cl -0.429 2.122 -1.092  0.213
C -1.944 -0.256 0.706  0.327
H -1.941 -0.727 1.705  0.031
H -2.499 -0.872 -0.019  0.038
H -2.357 0.764 0.784  0.025
Tl 0.504 0.270 -2.819  0.114
C 2.554 0.829 -3.293  0.027
C -0.840 0.077 -4.510  0.029
C 0.360 -1.384 -1.169  0.515
H -1.214 -0.952 -4.484  0.000
H -1.641 0.815 -4.378  0.002
H -0.249 0.275 -5.412  0.002
H 3.185 0.019 -2.911  0.000
H 2.608 0.916 -4.385  0.002
H 2.754 1.787 -2.794  0.001
H -0.435 -2.048 -1.551  0.064
H 1.386 -1.770 -1.316  0.072
F 1.091 -0.242 6.622  0.003
C 0.839 0.126 5.360  0.010
C 0.459 1.456 5.092  0.000
F 0.360 2.335 6.119  0.000
C 0.216 1.835 3.811  0.010
F -0.171 3.089 3.491  0.002
C 0.376 0.891 2.740  0.011
O 0.150 1.325 1.549  0.141
C 0.730 -0.457 3.051  0.013
F 0.854 -1.394 2.060  0.051
C 0.964 -0.832 4.341  -0.001
F 1.328 -2.104 4.632  -0.001

# C10H11CrNS

A structure of composition C10H11CrNS in a non-equilibrium geometry (ωB97M-V/def2-TZVPD, the OMol25 dataset).

- expectation value of S² = 6.05
- multiplicity = 5
- total energy (a.u.) = -1884.9332
- gap between HOMO and LUMO (spin up / spin down) (eV) = 6.9 / 7.9

Each line ends with the natural charge from an NBO analysis.
Element x y z (Å)
Cr 0.152 -0.016 -0.851  1.058
C 0.245 -0.948 -2.697  -1.203
H 1.136 -1.424 -3.109  0.217
H -0.544 -1.721 -2.689  0.192
H -0.028 -0.125 -3.396  0.203
H -1.187 1.195 -1.089  0.023
H -1.421 0.992 -0.372  0.000
S 4.132 1.156 0.854  0.415
C 4.074 1.959 -0.653  -0.401
C 2.846 1.776 -1.297  -0.275
C 1.975 0.939 -0.570  -0.304
C 2.554 0.506 0.601  -0.347
C 1.863 -0.361 1.501  0.233
C 2.248 -0.675 2.801  -0.244
C 1.409 -1.402 3.622  -0.136
C 0.179 -1.807 3.099  -0.286
C -0.158 -1.515 1.778  0.066
N 0.660 -0.781 0.989  -0.548
H 4.913 2.520 -1.023  0.233
H 2.575 2.214 -2.243  0.221
H 3.200 -0.300 3.145  0.227
H 1.693 -1.654 4.639  0.227
H -0.541 -2.347 3.701  0.225
H -1.109 -1.835 1.333  0.203